Entry from the OMol25 dataset: a molecular structure, C11H44O11 in a non-equilibrium geometry (ωB97M-V with the def2-TZVPD basis set).

Positions of all 66 atoms, in Å:
H: 10.296 -3.545 -25.532
H: 13.267 -9.198 -21.553
H: 13.778 -6.850 -21.473
H: 12.652 -6.963 -23.544
H: 12.029 -9.068 -25.055
H: 12.948 -5.149 -22.638
O: 11.072 -9.296 -19.681
H: 10.133 -8.289 -23.603
H: 12.151 -4.206 -20.229
H: 10.660 -5.118 -23.880
H: 12.859 -6.433 -26.899
H: 11.944 -3.951 -26.192
C: 11.437 -8.220 -25.398
O: 12.787 -6.301 -24.777
C: 11.272 -3.987 -25.334
H: 8.852 -4.725 -21.567
C: 13.421 -6.005 -26.069
H: 9.704 -9.474 -25.530
H: 8.694 -6.904 -23.756
C: 13.104 -4.497 -20.671
O: 10.191 -4.388 -23.150
H: 10.311 -3.859 -21.271
O: 10.218 -8.550 -26.021
H: 11.507 -10.153 -21.573
H: 14.107 -9.355 -20.028
H: 11.724 -7.656 -19.061
O: 11.269 -5.215 -24.616
H: 10.359 -6.671 -24.208
H: 12.747 -8.385 -20.035
C: 9.335 -6.507 -24.543
H: 10.352 -6.595 -18.671
C: 11.899 -6.725 -22.793
H: 9.612 -7.812 -25.925
O: 12.605 -6.723 -21.557
C: 9.748 -9.306 -23.532
O: 10.921 -6.563 -20.627
H: 10.076 -7.011 -20.700
H: 9.175 -5.432 -24.629
H: 11.273 -7.697 -24.455
H: 9.065 -9.320 -22.682
H: 14.365 -6.549 -26.069
H: 13.920 -4.079 -20.082
H: 11.243 -5.861 -22.902
O: 9.187 -9.713 -24.757
C: 9.911 -4.710 -21.823
H: 12.058 -6.737 -20.768
H: 9.816 -3.539 -23.396
H: 10.488 -5.587 -21.529
H: 11.237 -7.590 -22.817
H: 11.720 -9.855 -19.247
C: 11.265 -6.687 -19.259
H: 10.597 -9.978 -23.403
H: 11.988 -5.918 -18.988
H: 9.230 -6.705 -26.443
H: 12.019 -7.502 -25.976
H: 13.196 -5.552 -20.413
H: 11.768 -3.258 -24.694
C: 13.593 -8.642 -20.674
H: 11.752 -8.392 -21.311
O: 14.328 -7.438 -20.950
H: 10.179 -9.018 -21.500
C: 11.146 -9.262 -21.059
O: 8.907 -7.161 -25.663
O: 13.242 -4.427 -22.078
H: 13.431 -4.945 -26.324
H: 12.084 -5.672 -24.602

Values from the calculation:
Maximum force in eV/A: 16.1
Electronic energy in eV: -34610.8238
ΔE to the lowest compared entry with this formula, charge and spin in kcal per mole: 682.05
Charge: 0
HOMO energy in eV: -7.70
Frontier orbital gap in eV: 7.5